No. 1
Formula: C2H2Cl2S2
Source: OMol25
Level of theory: the ωB97M-V functional and the def2-TZVPD basis

Atoms and positions in Å:
Cl1 1.64444 1.36133 0.08636
Cl2 -1.55410 -1.40065 -0.07261
S1 -1.51209 1.62695 -0.21577
S2 1.41638 -1.59713 0.20181
C1 0.69387 -0.05549 0.16572
C2 -0.68127 0.10695 -0.11170
H1 -2.00274 1.49792 -1.42389
H2 2.40947 -0.99321 -0.35757

Atoms 1-2, force components in eV/Å:
0.631 0.187 0.244
-0.500 0.246 -0.156

Total charge: 0
HOMO-LUMO gap: 0.3306 hartree
Spin multiplicity: 1
Calculated total energy: -1794.1194 Ha
Energy above the lowest of the compared OMol25 structures with the same formula, charge and spin: 15.3 kcal/mol
HOMO: -8.55 eV
SMILES: S/C(Cl)=C(/S)Cl



No. 2
Formula: C2H2Cl6
Source: OMol25
Level of theory: the ωB97M-V functional and the def2-TZVPD basis

Atoms and positions in Å:
Cl1 1.36421 -4.15790 2.71389
Cl2 2.25648 -2.25152 4.54502
Cl3 -0.99125 3.81116 -2.06072
Cl4 0.42234 -1.36333 2.29250
Cl5 -2.17746 2.87812 -4.77520
Cl6 0.56029 2.33697 -4.10796
C1 0.91869 -2.63422 3.49614
C2 -1.06894 2.51740 -3.33507
H1 -1.33233 1.54508 -2.91873
H2 0.04798 -2.68177 4.15013

Atoms 1-2, force components in eV/Å:
-0.695 0.180 -0.162
0.339 0.846 0.152

Total charge: 0
HOMO-LUMO gap: 0.4191 hartree
Spin multiplicity: 1
Calculated total energy: -2838.5285 Ha
Energy above the lowest of the compared OMol25 structures with the same formula, charge and spin: 12.5 kcal/mol
HOMO: -11.11 eV
SMILES: ClC(Cl)Cl.ClC(Cl)Cl



No. 3
Formula: C2H2Cl6
Source: OMol25
Level of theory: the ωB97M-V functional and the def2-TZVPD basis

Atoms and positions in Å:
Cl1 1.05987 -0.27178 0.41786
Cl2 -1.27494 2.50141 -2.66256
Cl3 2.91776 -1.38946 2.36784
Cl4 0.38500 -2.74105 1.93705
Cl5 -1.49149 2.75932 0.15370
Cl6 -3.11922 0.78394 -1.32264
C1 -1.55312 1.61172 -1.20345
C2 1.66788 -1.77047 1.14143
H1 2.11511 -2.40837 0.37908
H2 -0.70689 0.92472 -1.20829

Atoms 1-2, force components in eV/Å:
0.068 -0.444 0.168
0.089 0.672 -1.121

Total charge: 0
HOMO-LUMO gap: 0.4237 hartree
Spin multiplicity: 1
Calculated total energy: -2838.5390 Ha
Energy above the lowest of the compared OMol25 structures with the same formula, charge and spin: 5.9 kcal/mol
HOMO: -11.07 eV
SMILES: ClC(Cl)Cl.ClC(Cl)Cl



No. 4
Formula: C2H2ClF
Source: OMol25
Level of theory: the ωB97M-V functional and the def2-TZVPD basis

Atoms and positions in Å:
Cl1 0.21284 0.84377 0.90515
F1 -1.21797 -0.91111 -0.27133
C1 0.86054 -0.50010 -1.27137
C2 -0.03783 -0.32376 -0.33415
H1 1.81928 0.01530 -1.25566
H2 0.58802 -1.21629 -2.05672

Atoms 1-2, force components in eV/Å:
-0.276 -0.044 0.383
-0.095 -0.160 -0.029

Total charge: 0
HOMO-LUMO gap: 0.3998 hartree
Spin multiplicity: 1
Calculated total energy: -637.4335 Ha
Energy above the lowest of the compared OMol25 structures with the same formula, charge and spin: 1.4 kcal/mol
HOMO: -9.94 eV
SMILES: C=C(F)Cl



No. 5
Formula: C2H2ClFO2
Source: OMol25
Level of theory: the ωB97M-V functional and the def2-TZVPD basis

Atoms and positions in Å:
Cl1 -0.65159 1.11192 -1.26883
F1 0.47095 -1.04978 -1.98586
O1 1.38336 -0.23490 -0.11408
O2 -0.37736 0.17703 2.07180
C1 0.11101 -0.29921 -0.55699
C2 -0.88300 -0.06431 1.07419
H1 1.84987 0.13891 -0.79752
H2 -1.93217 -0.02492 0.59783

Atoms 1-2, force components in eV/Å:
0.036 0.652 -0.245
-1.698 0.401 2.699

Total charge: 0
HOMO-LUMO gap: 0.3739 hartree
Spin multiplicity: 1
Calculated total energy: -787.8220 Ha
Energy above the lowest of the compared OMol25 structures with the same formula, charge and spin: 83.7 kcal/mol
HOMO: -10.52 eV



No. 6
Formula: C2H2ClFO2
Source: OMol25
Level of theory: the ωB97M-V functional and the def2-TZVPD basis

Atoms and positions in Å:
Cl1 -1.79701 -0.05119 0.61915
F1 -0.96462 -0.02025 -1.69383
O1 0.39942 1.23016 -0.41177
O2 1.37140 -0.47660 1.40700
C1 -0.30132 0.11999 -0.37568
C2 0.64946 -0.91745 0.56621
H1 0.57174 -2.10331 0.52594
H2 -0.23219 1.74243 -0.92772

Atoms 1-2, force components in eV/Å:
-0.629 0.868 0.308
2.264 -0.620 1.688

Total charge: 0
HOMO-LUMO gap (spin up / spin down): 0.2712 / 0.3026 hartree
Spin multiplicity: 3
Calculated total energy: -787.7402 Ha
Energy above the lowest of the compared OMol25 structures with the same formula, charge and spin: 27.3 kcal/mol
HOMO (spin up / spin down): -6.70 / -11.51 eV



No. 7
Formula: C2H2ClI
Source: OMol25
Level of theory: the ωB97M-V functional and the def2-TZVPD basis

Atoms and positions in Å:
I1 -1.20962 0.90828 3.01419
Cl1 -1.60713 0.01069 0.12490
C1 0.49344 0.08972 2.62391
C2 -0.40631 -1.21971 0.33982
H1 0.64200 -0.87728 0.44281
H2 -0.69735 -2.03069 0.97479

Atoms 1-2, force components in eV/Å:
-1.284 1.087 1.432
0.503 -1.123 -1.172

Total charge: 0
HOMO-LUMO gap (spin up / spin down): 0.2562 / 0.3258 hartree
Spin multiplicity: 3
Calculated total energy: -835.0236 Ha
Energy above the lowest of the compared OMol25 structures with the same formula, charge and spin: 35.1 kcal/mol
HOMO (spin up / spin down): -7.96 / -10.26 eV



No. 8
Formula: C2H2ClN2O2
Source: OMol25
Level of theory: the ωB97M-V functional and the def2-TZVPD basis

Atoms and positions in Å:
Cl1 3.82636 0.02679 -0.00388
O1 0.14103 -0.44579 0.42591
O2 -3.29089 -0.21881 -0.17197
N1 2.36352 -0.74150 0.38168
N2 1.33935 -0.14104 -0.03351
C1 -2.17139 -0.12364 -0.18509
C2 -0.96228 0.40102 -0.11062
H1 1.40671 0.68442 -0.66884
H2 -0.67970 1.10146 -0.76704

Atoms 1-2, force components in eV/Å:
-0.862 -0.338 -0.224
-0.624 0.025 -0.151

Total charge: +1
HOMO-LUMO gap: 0.2818 hartree
Spin multiplicity: 1
Calculated total energy: -797.0826 Ha
Energy above the lowest of the compared OMol25 structures with the same formula, charge and spin: 73.6 kcal/mol
HOMO: -14.34 eV
SMILES: O=C=CO/[NH+]=N/Cl



No. 9
Formula: C2H2ClN3
Source: OMol25
Level of theory: the ωB97M-V functional and the def2-TZVPD basis

Atoms and positions in Å:
Cl1 0.36252 -1.95983 0.02912
N1 2.18678 1.34659 -0.36119
N2 -1.07369 0.61295 -0.14705
N3 -1.56613 -0.25367 -0.77457
C1 1.53248 0.55452 0.17490
C2 0.50883 -0.27783 0.74599
H1 -2.29763 -0.05116 -1.50933
H2 0.34684 0.02843 1.84214

Atoms 1-2, force components in eV/Å:
0.622 2.113 1.670
-0.318 -0.704 0.541

Total charge: 0
HOMO-LUMO gap (spin up / spin down): 0.3266 / 0.3266 hartree
Spin multiplicity: 1
Calculated total energy: -701.7382 Ha
Energy above the lowest of the compared OMol25 structures with the same formula, charge and spin: 79.4 kcal/mol
HOMO (spin up / spin down): -9.14 / -9.14 eV



No. 10
Formula: C2H2ClN3O
Source: OMol25
Level of theory: the ωB97M-V functional and the def2-TZVPD basis

Atoms and positions in Å:
Cl1 1.39705 -1.38858 -2.43634
O1 2.93269 -1.22113 -2.66715
N1 -0.00805 0.36980 0.79396
N2 0.98262 0.11230 -0.03887
N3 -0.71875 -0.96171 -0.85240
C1 0.56199 -0.70474 -1.03757
C2 -1.02014 -0.28389 0.27974
H1 -1.98215 -0.25719 0.74401
H2 1.92195 0.46897 0.08713

Atoms 1-2, force components in eV/Å:
-0.181 -0.358 -0.579
-0.651 0.410 0.879

Total charge: 0
HOMO-LUMO gap: 0.3702 hartree
Spin multiplicity: 1
Calculated total energy: -776.9536 Ha
Energy above the lowest of the compared OMol25 structures with the same formula, charge and spin: 84.5 kcal/mol
HOMO: -9.69 eV



No. 11
Formula: C2H2ClNO2
Source: OMol25
Level of theory: the ωB97M-V functional and the def2-TZVPD basis

Atoms and positions in Å:
Cl1 -1.53328 0.98670 1.59040
O1 2.32462 0.16323 -1.22150
O2 -1.75826 -0.41679 -0.51316
N1 1.57201 -0.33110 -0.50754
C1 -1.28037 0.54759 -0.00019
C2 0.95803 -1.02780 0.14553
H1 0.39978 -1.29732 1.02194
H2 -0.68254 1.37550 -0.51548

Atoms 1-2, force components in eV/Å:
-0.306 0.388 2.241
2.487 2.673 -2.914

Total charge: 0
HOMO-LUMO gap: 0.3923 hartree
Spin multiplicity: 1
Calculated total energy: -742.7048 Ha
Energy above the lowest of the compared OMol25 structures with the same formula, charge and spin: 82.7 kcal/mol
HOMO: -10.25 eV
SMILES: C#[N+][O-].O=CCl



No. 12
Formula: C2H2ClNO2
Source: OMol25
Level of theory: the ωB97M-V functional and the def2-TZVPD basis

Atoms and positions in Å:
Cl1 -2.77887 1.02901 -2.65943
O1 -0.58426 0.75407 -0.54808
O2 0.83432 -3.52191 3.30539
N1 0.96371 -0.68769 0.53600
C1 0.19759 0.11390 0.06153
C2 1.19095 -2.60148 2.82026
H1 1.56754 -0.97086 1.20834
H2 -1.73764 0.72817 -1.92270

Atoms 1-2, force components in eV/Å:
0.401 -0.181 0.192
0.823 -0.180 0.886

Total charge: 0
HOMO-LUMO gap: 0.4252 hartree
Spin multiplicity: 1
Calculated total energy: -742.8325 Ha
Energy above the lowest of the compared OMol25 structures with the same formula, charge and spin: 2.5 kcal/mol
HOMO: -11.04 eV